C56H126IN7O | wB97M-V/def2-TZVPD

XYZ file:
```
191
Properties=species:S:1:pos:R:3:forces:R:3
I -12.529 -1.472 21.231 -0.0179 0.0312 0.2420
C -13.599 10.347 19.473 0.1042 -0.0692 0.9411
C -14.553 9.523 20.269 1.3828 -1.3185 -0.0421
O -14.485 8.357 20.497 -0.5932 0.7540 0.0557
N -15.675 10.324 20.921 0.0866 -0.2119 -0.8969
H -16.392 10.361 20.175 0.1098 0.7431 0.4334
H -16.087 9.752 21.640 -0.1127 -0.4340 0.6215
C -15.164 11.623 21.437 1.2123 0.7892 -1.0133
H -12.958 10.875 20.187 -0.1963 0.2494 -0.0958
H -14.142 11.043 18.872 -0.0616 0.6124 -0.5878
H -12.908 9.753 18.911 -0.0839 -0.5996 -0.4559
H -14.754 12.196 20.585 -0.5531 -0.2310 0.5021
H -14.317 11.473 22.111 -0.3498 -0.3923 0.0612
H -15.912 12.197 21.914 -0.9726 0.3545 0.4764
C -15.773 0.127 25.098 -0.9613 -0.4215 -0.0229
C -14.573 1.039 25.046 0.9214 0.0750 -0.7324
C -13.297 0.230 25.262 0.5086 0.3844 0.2196
N -11.917 0.948 25.309 -0.4721 0.5758 0.3039
C -10.866 -0.094 25.485 0.6002 -0.0450 -1.3771
C -9.400 0.403 25.362 -0.5552 0.0036 0.5770
C -9.144 1.194 24.048 0.2044 -1.6240 -0.2837
C -10.211 2.246 23.794 -1.3109 -0.8959 -0.1387
C -11.661 1.678 24.020 -0.3732 -0.0153 -1.2069
C -11.867 1.882 26.486 0.1974 1.0700 -0.2733
H -16.733 0.630 25.047 0.0626 0.7402 0.0946
H -15.840 -0.417 26.029 0.2356 -0.2915 0.3489
H -15.885 -0.574 24.281 0.6673 -0.3497 -0.2763
H -14.708 1.814 25.787 0.1662 0.3873 0.0544
H -14.448 1.440 24.039 -0.4971 0.4900 0.0701
H -13.217 -0.483 24.446 0.1527 -0.3285 0.0495
H -13.349 -0.222 26.238 0.0451 -0.6362 0.2782
H -11.007 -0.763 24.637 -0.2758 -0.3819 0.0958
H -11.121 -0.568 26.413 0.3326 -0.4755 0.5106
H -8.795 -0.521 25.451 -0.1429 0.5507 -0.2598
H -9.178 0.976 26.264 0.3212 0.1992 -0.1645
H -9.191 0.431 23.210 0.0351 0.8228 0.7718
H -8.120 1.622 24.015 -0.6898 -0.2001 0.1887
H -10.160 2.515 22.724 -0.1604 0.2563 0.5855
H -10.089 3.109 24.420 0.2634 0.5679 0.1642
H -11.939 0.979 23.199 0.4705 0.0111 0.5326
H -12.466 2.419 23.973 0.5766 0.3426 0.0275
H -10.813 2.102 26.727 -0.6053 0.0427 -0.2404
H -12.332 1.483 27.387 -0.0617 -0.3692 -0.2998
H -12.392 2.818 26.205 0.3636 -0.5382 0.2322
C -17.196 -5.754 15.660 0.8141 0.2477 -0.5869
C -16.522 -6.777 16.541 0.7863 -1.6957 -0.2768
C -15.962 -7.900 15.637 -2.1559 0.4706 0.0101
N -15.417 -9.082 16.335 -0.3803 -1.3069 -0.2738
C -16.436 -9.862 17.199 -0.0427 -0.1233 -1.1624
C -17.669 -10.336 16.414 0.5051 0.5807 -0.6301
C -17.246 -11.219 15.227 1.2181 -0.1908 0.4048
C -16.079 -10.637 14.361 -2.6845 0.8805 -0.3570
C -14.951 -10.086 15.116 1.0215 0.8012 3.0812
C -14.287 -8.703 17.228 -0.1216 0.3999 -1.1795
H -17.828 -6.282 14.940 0.0042 0.1900 -0.0138
H -16.408 -5.194 15.079 -0.9584 -0.3438 0.5571
H -17.840 -5.082 16.212 0.0702 0.2783 0.0959
H -17.156 -7.280 17.253 -0.8758 0.0796 0.1387
H -15.703 -6.466 17.155 0.5091 1.1037 0.2418
H -15.260 -7.498 14.908 0.2890 -0.2470 0.1075
H -16.849 -8.275 15.091 0.7006 0.2375 0.0122
H -16.693 -9.304 18.097 0.1319 0.2507 -0.1432
H -15.863 -10.742 17.488 -0.0057 -0.0552 0.2360
H -18.309 -9.522 16.064 0.2081 0.2858 0.1128
H -18.288 -10.851 17.134 -0.1463 -0.5036 0.0491
H -18.037 -11.461 14.544 -0.6173 0.0918 -0.1282
H -16.933 -12.156 15.639 0.2676 -0.7895 0.2893
H -16.640 -9.822 13.842 1.0413 -0.5813 -0.4501
H -15.683 -11.380 13.655 -0.2983 0.3019 0.0779
H -14.231 -9.458 14.595 -0.0269 -0.2850 -0.2894
H -14.448 -10.881 15.686 0.1535 0.2111 -0.2938
H -13.712 -8.018 16.652 0.8844 0.4808 -0.5357
H -13.672 -9.542 17.467 0.1274 -0.6624 0.3502
H -14.594 -8.123 18.083 -0.5042 -0.3334 0.4075
C -2.185 -5.301 26.012 -0.8174 -1.2211 -2.9487
C -2.809 -6.348 24.994 -2.8457 3.1048 -0.3414
C -4.414 -5.851 24.559 3.7189 -2.5522 -1.1749
N -4.908 -6.920 23.537 -2.5608 -0.0817 -0.2776
C -6.389 -6.488 23.495 -1.5410 -3.8211 -1.6476
C -7.450 -7.434 22.377 3.3281 3.1172 3.3318
C -6.763 -7.265 21.054 -0.7106 -4.5501 -0.8494
C -5.262 -7.712 21.072 -1.0252 0.5578 0.4732
C -4.463 -6.874 22.049 1.4451 0.4810 1.0507
C -4.721 -8.289 24.127 0.9108 0.0680 0.6508
H -1.234 -5.780 26.121 0.8240 0.5290 0.9678
H -2.829 -5.317 26.859 0.0054 0.1421 1.0160
H -2.125 -4.295 25.564 0.1747 -0.4901 0.3153
H -2.905 -7.290 25.492 0.0561 -0.4413 0.2265
H -2.265 -6.456 24.038 -0.1145 0.1419 0.5632
H -4.427 -5.013 23.878 0.2761 0.9130 0.7375
H -5.176 -5.850 25.356 0.7697 0.2092 -0.2542
H -6.515 -5.467 23.147 0.4630 0.0823 0.3395
H -6.782 -6.725 24.479 -0.1172 0.5187 0.0297
H -8.256 -6.731 22.620 -0.6150 -0.9947 -0.7005
H -7.493 -8.437 22.807 -0.3991 0.2264 -0.3285
H -6.926 -6.286 20.669 0.1106 0.6893 -0.5514
H -7.243 -8.103 20.391 0.5260 1.9764 0.4901
H -4.929 -7.521 20.049 0.5410 0.0385 0.2583
H -5.066 -8.792 21.262 -0.6273 0.6711 -0.1015
H -4.455 -5.811 21.813 -0.1730 0.0480 -0.1841
H -3.427 -7.204 22.037 0.1395 0.0467 0.0991
H -3.662 -8.599 24.080 -0.3968 0.5380 -0.2440
H -5.237 -9.072 23.602 -0.7411 0.0376 -0.1464
H -4.938 -8.248 25.211 -0.3631 -0.1097 -0.7136
C -16.358 -4.780 22.047 -1.3834 0.7049 1.0404
C -16.612 -5.132 23.516 1.0470 -0.2167 1.1770
C -15.207 -5.323 24.175 0.5232 -0.8121 -1.4152
N -15.062 -5.584 25.645 -0.5652 -1.1989 0.0388
C -15.862 -6.843 25.941 0.5359 1.1597 1.7600
C -15.603 -7.303 27.360 -0.6227 -0.9415 0.5400
C -14.108 -7.422 27.721 -0.7858 -0.3379 0.0930
C -13.376 -6.119 27.482 -1.1753 0.3362 -0.0132
C -13.580 -5.731 26.016 -0.2650 -0.6972 0.5431
C -15.654 -4.462 26.386 0.7877 1.4950 -0.5845
H -15.842 -5.620 21.662 0.3583 -0.7206 -1.0430
H -15.739 -3.900 21.945 0.2539 0.2732 -0.0075
H -17.326 -4.574 21.550 0.6157 -0.4051 0.0404
H -17.136 -6.075 23.612 -0.2024 -0.2325 -0.2671
H -17.200 -4.436 24.090 -0.2499 0.6881 -0.1818
H -14.568 -4.450 23.984 -0.0791 -0.2831 -0.2664
H -14.817 -6.258 23.652 0.1224 1.3405 0.7615
H -15.508 -7.570 25.277 0.2832 -1.1083 -1.2328
H -16.909 -6.590 25.803 0.0072 -0.1480 -0.2529
H -16.056 -8.323 27.411 0.2752 0.7304 0.1422
H -16.180 -6.696 28.084 0.4475 -0.1838 -0.2662
H -13.691 -8.217 27.130 0.3713 -0.3944 -0.5528
H -14.048 -7.808 28.732 0.1610 0.3298 0.3204
H -12.317 -6.139 27.712 0.1344 -0.1215 -0.0376
H -13.853 -5.384 28.140 0.4253 0.1593 -0.0355
H -13.103 -6.501 25.417 -0.4681 -0.2272 -0.4221
H -13.087 -4.823 25.761 0.1245 0.9971 -0.2158
H -15.573 -4.488 27.464 0.0771 -0.4835 0.0003
H -16.684 -4.348 26.087 -0.2131 0.0504 0.0465
H -15.052 -3.619 26.011 -0.5687 0.2271 0.4114
C -22.320 -1.396 19.759 -0.6376 -1.3307 -0.8788
C -21.297 -0.417 19.265 1.3876 0.1157 2.0343
C -20.221 -1.153 18.493 -0.8454 -0.7210 -0.4700
N -19.116 -0.335 17.926 0.9283 -0.1902 0.9623
C -18.213 -1.271 17.086 -0.9355 1.1185 -0.3455
C -17.181 -0.498 16.282 -0.0155 -1.5352 -0.8331
C -17.819 0.493 15.320 -0.2422 0.8142 1.8586
C -18.653 1.464 16.237 -1.1529 0.5027 -3.0894
C -19.693 0.777 17.091 0.4091 -0.6325 -0.6805
C -18.368 0.271 19.107 0.2731 1.5913 -1.5254
H -23.164 -0.979 20.257 -0.3105 0.6817 0.5928
H -21.902 -2.163 20.366 0.5057 -0.4499 0.9105
H -22.796 -1.993 18.961 0.3196 0.4879 -0.2362
H -20.759 0.075 20.127 -0.8970 -0.3652 -0.5373
H -21.838 0.354 18.772 -0.0154 0.6704 -1.0087
H -20.709 -1.747 17.733 -0.0716 0.3851 -1.0147
H -19.756 -1.972 19.027 0.2199 0.2121 0.9288
H -18.907 -1.801 16.423 0.0734 0.2044 0.0141
H -17.748 -2.024 17.706 -0.0062 0.0927 0.6338
H -16.705 -1.338 15.728 0.2727 0.7567 0.2326
H -16.470 -0.037 16.943 0.5272 0.1758 0.1840
H -18.464 -0.072 14.666 -0.2283 0.1369 -0.5680
H -17.084 1.112 14.776 -0.3667 -0.6005 0.0731
H -19.236 2.146 15.513 0.7265 -0.8308 1.2319
H -17.971 2.112 16.739 0.3481 0.3655 0.7860
H -20.438 0.278 16.493 -0.1354 -0.1837 -0.6700
H -20.286 1.432 17.707 0.2587 0.3595 0.5284
H -18.168 -0.442 19.858 -0.1517 -0.8759 0.8010
H -18.969 1.124 19.428 -0.0086 -0.4294 0.4097
H -17.405 0.727 18.827 -0.3807 -0.4567 -0.3959
C -8.905 1.525 18.365 0.5568 -0.2631 0.0823
C -8.610 0.065 18.046 0.3499 -0.5306 -0.9858
C -9.300 -0.409 16.765 -1.0367 1.0522 1.0647
N -8.668 -1.556 16.121 1.3924 -0.7153 0.4723
C -8.550 -2.676 17.138 0.3733 -0.0664 0.2755
C -7.299 -1.277 15.496 0.0084 1.1949 0.0560
C -7.210 -2.203 14.282 0.2764 -0.6515 -0.7003
C -8.631 -2.777 14.025 -0.1488 1.4771 0.7930
C -9.508 -1.930 14.962 -0.2631 -1.1073 -0.6789
H -9.940 1.656 18.623 -0.4825 0.1801 0.2622
H -8.683 2.171 17.495 0.0303 -0.3129 0.4423
H -8.259 1.812 19.209 -0.4002 0.1823 -0.2978
H -8.862 -0.691 18.793 -0.0958 0.7274 0.5339
H -7.532 -0.025 17.882 0.0680 0.0176 0.0469
H -9.422 0.390 16.049 0.5102 0.2548 -0.4238
H -10.344 -0.699 16.959 0.2748 -0.1137 0.2451
H -8.018 -2.399 18.101 -0.3777 -0.0429 -1.6564
H -8.108 -3.582 16.694 -0.0625 0.5685 0.0208
H -9.570 -2.862 17.389 -0.7134 -0.4906 0.4332
H -6.493 -1.328 16.270 -0.7776 -0.2508 -0.7468
H -7.363 -0.227 15.158 0.1305 -0.3890 0.2058
H -6.476 -2.995 14.439 -0.1151 0.0316 -0.0185
H -6.906 -1.682 13.359 0.1232 0.0662 0.6987
H -8.741 -3.821 14.276 0.1145 -0.2997 -0.2553
H -8.985 -2.533 13.029 0.1990 -0.5945 -0.2484
H -10.382 -2.487 15.285 -0.1209 0.0912 0.3135
H -9.860 -1.014 14.491 0.2370 0.0624 0.0087
```
Forces are in eV/Å.

Properties
Net charge: +6
2S+1: 1
HOMO level in Ha: -0.5970
Frontier orbital gap in Eh: 0.2608
LUMO in hartree: -0.336
Energy in Ha: -2963.36248

These are the Löwdin partial charges, in e, on atoms 1 to 8: number 1, I, carries -0.7532; number 2, C, carries 0.0293; number 3, C, carries -0.3843; number 4, O, carries 0.1868; number 5, N, carries 0.0998; number 6, H, carries 0.2086; number 7, H, carries 0.1770; number 8, C, carries 0.0182